[1]
# C3H3N3O2

An isolated molecule of C3H3N3O2 at a distorted geometry (the ωB97M-V functional and the def2-TZVPD basis, OMol25).

The geometry in XYZ format:
```
11
Properties=species:S:1:pos:R:3:forces:R:3
C 2.091 -0.729 0.103 -5.58 0.20 0.94
C 1.359 0.377 -0.303 -1.18 -2.91 2.02
N -0.161 0.366 -0.226 2.81 1.72 -0.95
N -0.811 1.501 -0.088 -1.67 -3.36 1.77
N -2.031 1.129 0.265 -0.67 2.50 -0.70
C -2.282 -0.201 0.086 -2.86 -0.94 -2.76
O -3.367 -0.815 -0.210 5.62 2.26 2.24
O -0.930 -0.695 -0.141 -0.50 -2.00 0.17
H 3.127 -0.680 0.261 1.13 -0.03 -0.10
H 1.406 -1.684 0.626 2.38 2.84 -2.10
H 1.600 1.430 -0.375 0.50 -0.27 -0.52
```
Positions in Å, forces in eV/Å.

Properties
HOMO-LUMO gap (eV): 8.9
Charge: 0
Energy above the lowest of the compared OMol25 structures with the same formula, charge and spin (kJ/mol): 624.61
Spin multiplicity: 1
Highest occupied orbital energy (eV): -9.65
SMILES: C=Cn1nnc(=O)o1
Electronic energy (Ha): -430.683077

Atomic partial charges in e from the Mulliken method, atoms 1 to 4: atom 1 (C): -0.65, atom 2 (C): -0.07, atom 3 (N): 0.69, atom 4 (N): -0.29

[2]
# C52H52BrGeN3O7S5Sc

A structure of composition C52H52BrGeN3O7S5Sc (the ωB97M-V functional and the def2-TZVPD basis, OMol25).

The geometry in XYZ format:
```
122
Properties=species:S:1:pos:R:3:forces:R:3
Sc 1.860 -0.576 0.313 0.23 0.13 0.03
Br 5.207 3.119 0.158 0.01 -0.03 0.02
C 6.177 1.664 0.888 0.00 0.00 0.01
C 7.503 1.904 1.216 0.00 -0.01 0.01
C 8.268 0.903 1.793 -0.01 0.01 -0.01
C 7.709 -0.337 2.066 0.00 0.00 0.00
C 6.382 -0.568 1.754 0.02 -0.02 0.00
C 5.604 0.419 1.150 0.00 0.00 -0.03
C 4.208 0.040 0.812 -0.01 -0.08 -0.03
O 3.596 0.548 -0.179 -0.02 -0.04 0.01
O 3.618 -0.836 1.514 -0.09 0.02 -0.04
H 7.927 2.879 1.020 0.01 0.00 0.00
H 9.304 1.100 2.036 0.00 0.00 0.00
H 8.302 -1.117 2.523 0.00 0.00 0.00
H 5.919 -1.524 1.957 0.00 0.00 0.00
C 5.384 5.440 -2.873 -0.01 0.00 0.01
C 4.209 5.565 -1.943 0.01 0.02 -0.03
C 4.257 6.417 -0.840 0.00 0.00 0.01
C 3.193 6.501 0.042 -0.01 -0.02 -0.02
C 2.065 5.728 -0.189 -0.01 0.02 0.00
C 1.987 4.879 -1.284 0.01 0.00 0.00
C 3.063 4.802 -2.153 -0.01 0.01 0.00
S 0.724 5.797 0.950 0.00 -0.01 0.03
O -0.394 5.147 0.324 0.02 0.00 -0.01
O 0.576 7.121 1.479 0.00 0.01 0.01
N 1.327 4.902 2.193 -0.02 -0.03 0.02
C 1.541 3.476 1.985 0.02 0.00 0.00
C 0.269 2.611 2.011 0.01 0.04 -0.01
C 0.607 1.305 1.368 0.05 -0.13 0.00
O 0.895 0.278 2.061 0.01 -0.07 -0.04
O 0.725 1.233 0.101 -0.04 -0.01 -0.08
H 6.077 6.272 -2.750 0.00 0.00 0.00
H 5.060 5.410 -3.913 0.00 0.00 0.00
H 5.928 4.515 -2.669 0.00 0.00 0.00
H 5.142 7.017 -0.670 0.00 0.00 0.00
H 3.227 7.158 0.901 0.01 0.01 0.00
H 1.095 4.286 -1.437 0.00 0.00 -0.01
H 3.016 4.133 -3.003 0.00 0.00 0.00
H 0.921 5.182 3.076 -0.01 0.04 -0.02
H 2.247 3.136 2.744 0.01 -0.01 -0.01
H 2.039 3.360 1.020 0.00 0.00 0.01
H -0.509 3.101 1.427 0.03 -0.01 -0.01
H -0.078 2.444 3.029 -0.01 0.00 0.00
C -1.541 -0.951 -0.019 0.09 -0.06 -0.08
Ge -2.366 0.723 -0.624 0.05 0.02 0.07
C -3.968 0.291 -1.677 -0.09 0.46 -0.09
C -5.246 0.451 -1.141 0.07 0.26 -0.08
C -6.370 0.079 -1.868 -0.07 0.42 -0.24
C -6.233 -0.449 -3.144 -0.03 0.19 -0.05
C -4.967 -0.600 -3.696 0.04 0.15 0.01
C -3.846 -0.229 -2.967 -0.25 0.54 -0.31
C -2.866 1.788 0.941 0.03 0.01 -0.02
C -2.782 1.225 2.191 -0.03 -0.02 0.00
C -3.019 1.985 3.359 -0.02 0.00 0.01
C -3.314 3.312 3.262 0.00 -0.01 0.00
C -3.412 3.941 1.995 -0.01 0.01 -0.01
C -3.711 5.321 1.878 0.01 -0.01 0.01
C -3.802 5.913 0.653 -0.01 -0.01 -0.02
C -3.601 5.151 -0.517 -0.01 0.01 0.02
C -3.307 3.822 -0.432 -0.02 -0.03 0.00
C -3.200 3.173 0.824 0.00 0.03 0.01
H -2.286 -1.746 0.029 0.24 0.14 0.18
H -1.099 -0.860 0.974 -0.01 0.10 0.00
H -0.774 -1.288 -0.722 -0.05 -0.03 -0.05
H -5.366 0.867 -0.147 0.01 -0.01 0.01
H -7.356 0.207 -1.438 0.00 -0.01 0.01
H -7.110 -0.734 -3.711 0.00 -0.01 0.01
H -4.855 -1.003 -4.695 0.00 -0.01 0.00
H -2.863 -0.352 -3.408 0.01 -0.03 0.01
H -2.529 0.177 2.305 0.01 -0.01 -0.02
H -2.952 1.507 4.328 0.00 0.00 0.00
H -3.482 3.908 4.152 0.00 0.00 0.00
H -3.860 5.898 2.783 0.00 0.00 0.00
H -4.021 6.970 0.575 0.00 0.00 0.00
H -3.668 5.630 -1.485 0.00 0.00 0.00
H -3.142 3.248 -1.337 0.00 0.00 -0.01
C -5.945 -2.914 -0.939 0.02 -0.03 0.09
N -4.595 -3.432 -0.785 0.08 -0.17 0.11
C -3.636 -2.845 -1.701 0.09 -0.27 0.13
C -4.199 -4.140 0.304 -0.13 0.12 0.00
S -2.632 -4.133 0.886 0.02 -0.24 0.07
N -5.206 -4.846 0.924 0.05 -0.06 0.01
C -6.074 -5.698 0.119 -0.01 0.01 0.00
C -4.964 -5.391 2.247 0.00 0.00 -0.01
H -5.888 -1.833 -1.093 0.01 -0.62 0.14
H -6.528 -3.112 -0.044 -0.01 -0.03 0.02
H -6.453 -3.353 -1.803 -0.01 -0.01 -0.03
H -3.988 -2.989 -2.726 -0.02 -0.01 0.05
H -2.667 -3.316 -1.573 0.01 -0.11 -0.02
H -3.538 -1.771 -1.524 -0.06 -0.88 -0.01
H -6.068 -5.388 -0.920 0.00 0.00 0.00
H -7.099 -5.663 0.492 -0.01 0.01 -0.01
H -5.724 -6.734 0.167 0.00 0.00 0.01
H -4.490 -4.645 2.877 0.00 0.00 0.00
H -4.315 -6.272 2.212 0.00 0.00 0.00
H -5.927 -5.672 2.676 0.00 0.00 0.00
O 1.839 -2.163 -0.747 -0.12 0.37 0.38
C 2.241 -3.501 -0.642 -0.07 -0.06 -0.09
C 1.768 -4.228 -1.891 -0.06 0.05 0.02
C 2.495 -4.714 -2.935 0.00 -0.06 0.04
C 1.679 -5.219 -3.986 0.01 0.01 -0.03
C 0.352 -5.090 -3.717 0.00 -0.03 0.07
S 0.078 -4.383 -2.183 0.01 0.04 -0.08
C 1.621 -4.115 0.608 0.02 0.01 -0.01
C 1.202 -3.474 1.735 -0.05 -0.02 0.04
C 0.732 -4.358 2.744 -0.01 0.02 -0.01
C 0.809 -5.659 2.361 -0.01 -0.02 -0.02
S 1.428 -5.815 0.777 0.00 0.01 -0.02
C 3.763 -3.535 -0.562 -0.01 0.00 -0.02
C 4.607 -2.710 -1.246 0.01 0.02 0.01
C 5.977 -2.973 -0.974 -0.01 0.03 0.01
C 6.139 -3.995 -0.089 -0.01 -0.03 -0.01
S 4.638 -4.640 0.416 0.01 0.04 0.01
H 3.575 -4.711 -2.949 0.00 0.00 -0.01
H 2.065 -5.654 -4.895 0.00 0.00 0.00
H -0.481 -5.396 -4.330 0.00 0.00 0.00
H 1.193 -2.402 1.902 0.05 -0.04 -0.02
H 0.340 -4.031 3.695 0.00 -0.01 0.00
H 0.501 -6.534 2.910 0.00 0.00 0.01
H 4.252 -1.937 -1.912 0.00 0.00 0.00
H 6.798 -2.423 -1.411 0.00 0.00 0.00
H 7.061 -4.402 0.294 0.00 0.00 -0.01
```
Positions in Å, forces in eV/Å.

Properties
HOMO-LUMO gap (spin up / spin down) (eV): 7.2 / 7.2
Charge: 0
Energy above the lowest of the compared OMol25 structures with the same formula, charge and spin (kJ/mol): 151.02
Spin multiplicity: 2
Highest occupied orbital energy (spin up / spin down) (eV): -7.00 / -7.71
Electronic energy (Ha): -10106.430057

Atomic partial charges in e from the Mulliken method, atoms 1 to 4: atom 1 (Sc): -0.28, atom 2 (Br): -0.07, atom 3 (C): 0.87, atom 4 (C): -0.73

[3]
# C10H17N3O2

An isolated molecule of C10H17N3O2 (the ωB97M-V functional and the def2-TZVPD basis, OMol25).

The geometry in XYZ format:
```
32
Properties=species:S:1:pos:R:3:forces:R:3
C -4.089 -1.947 0.367 0.15 0.12 0.19
C -3.363 -0.879 1.178 -0.17 0.09 -0.06
C -3.625 0.538 0.665 0.19 -0.16 -0.08
C -2.871 0.867 -0.629 -0.57 0.02 0.24
N -1.450 0.945 -0.413 0.45 -0.29 -0.11
C -0.781 2.013 0.139 0.22 0.19 0.08
N 0.484 1.798 0.279 0.17 0.35 0.21
C 0.701 0.527 -0.190 -0.65 -0.18 -0.22
C 1.969 -0.156 -0.301 -0.04 -0.09 -0.17
O 2.066 -1.280 -0.772 0.11 -0.01 0.09
O 3.011 0.563 0.123 -0.28 0.20 0.11
C 4.292 -0.053 0.044 0.44 -0.45 -0.07
C 4.557 -0.944 1.251 -0.24 0.25 -0.26
C -0.508 -0.015 -0.623 0.70 0.16 0.21
N -0.743 -1.279 -1.079 -0.26 -0.30 -0.15
H -3.757 -1.956 -0.667 0.01 -0.06 -0.17
H -5.163 -1.772 0.381 -0.12 -0.02 -0.04
H -3.896 -2.930 0.788 -0.02 -0.13 -0.04
H -2.291 -1.078 1.169 0.03 -0.01 0.11
H -3.701 -0.938 2.214 0.08 0.00 0.03
H -4.694 0.670 0.486 -0.06 0.07 0.02
H -3.319 1.259 1.426 -0.06 0.08 -0.04
H -3.210 1.836 -1.011 0.06 -0.17 -0.08
H -3.075 0.110 -1.390 0.01 0.13 -0.04
H -1.284 2.922 0.403 -0.23 0.21 0.02
H 5.004 0.775 0.004 -0.11 -0.09 -0.04
H 4.351 -0.642 -0.878 0.05 0.18 0.13
H 5.565 -1.345 1.197 0.12 -0.05 0.02
H 4.446 -0.372 2.169 0.04 0.02 0.10
H 3.848 -1.769 1.262 -0.01 -0.08 0.02
H -1.463 -1.401 -1.774 0.07 0.01 0.00
H 0.131 -1.762 -1.264 -0.09 0.01 -0.05
```
Positions in Å, forces in eV/Å.

Properties
HOMO-LUMO gap (eV): 8.7
Charge: 0
Energy above the lowest of the compared OMol25 structures with the same formula, charge and spin (kJ/mol): 0.19
Spin multiplicity: 1
Highest occupied orbital energy (eV): -7.92
SMILES: CCCCn1cnc(C(=O)OCC)c1N
Electronic energy (Ha): -706.029153

Atomic partial charges in e from the Mulliken method, atoms 1 to 4: atom 1 (C): -1.20, atom 2 (C): -0.27, atom 3 (C): -0.58, atom 4 (C): -0.99

[4]
# C12H14ClCuIN2

A structure of composition C12H14ClCuIN2 at a distorted geometry (the ωB97M-V functional and the def2-TZVPD basis, OMol25).

The geometry in XYZ format:
```
31
Properties=species:S:1:pos:R:3:forces:R:3
C -2.838 -0.949 -0.024 -2.20 -1.29 0.89
C -2.841 -0.014 1.331 -2.07 -0.93 1.29
H -3.533 -0.550 -0.768 0.31 -0.07 0.24
H -3.192 -1.910 0.387 0.11 0.41 -0.54
H -1.880 -1.289 -0.510 -0.66 -0.44 -0.46
H -1.947 0.544 1.709 -0.98 0.08 0.36
H -3.628 0.732 1.213 0.17 -0.27 0.11
H -3.048 -0.712 2.156 -0.13 0.34 -0.29
C 0.049 -0.132 -2.724 0.58 0.79 -0.14
C 0.818 0.401 -3.777 -0.19 -0.13 0.49
C 1.627 1.512 -3.523 -0.28 -0.19 0.32
C 1.686 2.011 -2.221 -0.22 -0.49 0.42
H -0.639 -0.960 -2.891 0.13 0.16 0.04
H 0.760 -0.061 -4.761 0.02 0.22 0.22
H 2.208 1.986 -4.312 -0.19 -0.14 0.13
H 2.269 2.888 -1.956 0.00 -0.18 -0.32
N 0.112 0.355 -1.484 0.83 0.13 -0.37
C 0.970 1.359 -1.204 -0.33 -0.28 -1.56
C 1.089 1.740 0.204 -0.05 0.41 1.64
N 0.185 1.231 1.065 0.68 0.40 -0.14
C 0.271 1.435 2.384 0.62 0.38 -0.65
C 2.210 2.815 2.051 -0.34 -0.17 -0.06
C 1.274 2.241 2.919 -0.16 -0.14 -0.18
H -0.466 0.920 3.005 0.25 0.25 -0.12
H 1.291 2.391 3.995 0.19 0.06 -0.22
C 2.118 2.563 0.685 -0.32 -0.37 -0.06
H 2.827 2.958 -0.035 0.04 0.03 0.39
H 3.010 3.444 2.432 -0.16 -0.11 -0.03
Cu -1.212 0.007 0.279 4.98 1.61 -1.47
I -2.312 2.414 -0.873 -0.10 -0.11 0.04
Cl 0.273 -1.722 0.955 -0.53 0.03 0.05
```
Positions in Å, forces in eV/Å.

Properties
HOMO-LUMO gap (spin up / spin down) (eV): 7.8 / 6.3
Charge: 0
Energy above the lowest of the compared OMol25 structures with the same formula, charge and spin (kJ/mol): 183.78
Spin multiplicity: 2
Highest occupied orbital energy (spin up / spin down) (eV): -8.28 / -8.12
Electronic energy (Ha): -2973.514923

Atomic partial charges in e from the Mulliken method, atoms 1 to 4: atom 1 (C): -0.55, atom 2 (C): -0.15, atom 3 (H): 0.37, atom 4 (H): 0.42